Computed, not measured: the molecule C11H13NO2 in a non-equilibrium geometry, with the ωB97M-V functional and the def2-TZVPD basis.

Values from the calculation:
ΔE to the lowest compared entry with this formula, charge and spin in eV: 2.6908
Lowest unoccupied orbital energy in eV: 0.67
Electronic energy in a.u.: -632.130622
Structure (SMILES): CC1(C)NC(=O)[C@@]1(O)c1ccccc1
Total charge: 0
Frontier orbital gap in hartree: 0.3724

Last column: natural (NBO) charge in e.
Element x y z (Å)
C (3.44, -1.00, -0.46)  -0.21
C (2.72, -1.70, 0.43)  -0.19
C (2.89, 0.20, -0.89)  -0.20
C (1.38, -1.45, 0.68)  -0.21
C (1.65, 0.66, -0.48)  -0.25
C (0.80, -0.21, 0.34)  -0.03
C (-1.45, -0.69, 1.62)  0.67
C (-0.53, 0.29, 0.91)  0.16
C (-1.75, 0.40, -0.17)  0.09
C (-1.45, -0.18, -1.48)  -0.66
C (-2.36, 1.78, -0.26)  -0.62
N (-2.44, -0.46, 0.70)  -0.63
O (-1.43, -1.40, 2.56)  -0.57
O (-0.32, 1.43, 1.75)  -0.70
H (4.45, -1.29, -0.69)  0.22
H (3.15, -2.64, 0.76)  0.21
H (3.51, 0.85, -1.38)  0.21
H (0.85, -2.08, 1.42)  0.24
H (1.19, 1.48, -1.08)  0.22
H (-2.34, -0.62, -1.98)  0.22
H (-0.73, -1.01, -1.72)  0.24
H (-1.00, 0.46, -2.25)  0.22
H (-2.96, 1.76, 0.69)  0.23
H (-2.95, 1.91, -1.18)  0.22
H (-1.45, 2.45, -0.15)  0.23
H (-3.42, -0.87, 0.79)  0.41
H (0.54, 1.92, 1.51)  0.49

Computed, not measured: a cluster of 5 separate species, C6H18O5 in total in a non-equilibrium geometry, with the ωB97M-V functional and the def2-TZVPD basis.

Values from the calculation:
ΔE to the lowest compared entry with this formula, charge and spin in eV: 0.5826
Lowest unoccupied orbital energy (spin up / spin down) in eV: -3.88 / -7.48
Electronic energy in a.u.: -615.270841
Total charge: +1
Spin multiplicity: 2
Expectation value of S²: 0.76
Frontier orbital gap (spin up / spin down) in hartree: 0.3721 / 0.2398

Last column: natural (NBO) charge in e.
Element x y z (Å)
C (-1.88, 0.91, -2.63)  -0.67
C (-0.93, 1.78, -1.83)  0.01
C (-1.09, 1.80, -0.48)  -0.25
C (0.01, 2.32, 0.34)  -0.14
C (0.62, 1.52, 1.27)  0.50
O (0.15, 0.41, 1.76)  -0.57
C (1.78, 2.05, 2.13)  -0.68
H (-2.75, 0.63, -2.03)  0.23
H (-2.34, 1.51, -3.42)  0.26
H (-1.34, -0.02, -2.84)  0.25
H (-0.15, 2.37, -2.30)  0.23
H (-2.01, 1.52, 0.01)  0.23
H (0.35, 3.26, -0.08)  0.26
H (-0.68, 0.04, 1.36)  0.55
H (2.17, 2.90, 1.58)  0.24
H (2.53, 1.29, 2.32)  0.26
H (1.36, 2.57, 2.99)  0.28
H (-2.27, -1.85, 1.12)  0.48
H (-1.22, -2.52, 0.30)  0.52
O (-1.32, -1.86, 1.03)  -1.00
H (1.64, -1.58, -1.29)  0.45
H (1.69, -2.22, 0.10)  0.50
O (1.75, -2.45, -0.86)  -0.93
H (0.25, -2.77, -1.37)  0.49
H (-1.08, -2.33, -2.01)  0.45
O (-0.71, -3.05, -1.47)  -0.97
H (1.88, -1.32, 2.10)  0.47
H (1.50, -2.70, 2.38)  0.49
O (2.11, -2.21, 1.80)  -0.92

Computed, not measured: a cluster of 2 separate species, C4H10N2O2 in total in a non-equilibrium geometry, with the ωB97M-V functional and the def2-TZVPD basis.

Values from the calculation:
ΔE to the lowest compared entry with this formula, charge and spin in eV: 1.7271
Lowest unoccupied orbital energy in eV: 0.72
Electronic energy in a.u.: -418.397493
Structure (SMILES): [H]/N=C\N.CCC(=O)O
Total charge: 0
Frontier orbital gap in hartree: 0.3666

Last column: natural (NBO) charge in e.
Element x y z (Å)
C (-0.32, 0.83, -1.35)  -0.51
C (-0.53, -0.18, -2.47)  -0.61
C (-1.04, 0.52, 0.02)  0.79
O (-1.93, -0.49, -0.09)  -0.68
O (-1.12, 1.35, 0.91)  -0.63
H (-2.40, -0.51, 0.76)  0.50
H (-0.73, 1.80, -1.65)  0.24
H (0.75, 0.98, -1.16)  0.23
H (-1.60, -0.32, -2.68)  0.22
H (-0.06, 0.18, -3.39)  0.22
H (-0.10, -1.15, -2.21)  0.22
N (1.42, 0.45, 2.04)  -0.84
C (1.15, -0.73, 1.44)  0.30
N (1.42, -1.90, 1.87)  -0.71
H (0.75, 1.20, 1.84)  0.41
H (1.75, 0.44, 2.99)  0.38
H (1.98, -1.85, 2.72)  0.32
H (0.61, -0.61, 0.40)  0.14

Computed, not measured: a structure of composition C37H74InN3O10 in a non-equilibrium geometry, with the ωB97M-V functional and the def2-TZVPD basis.

Values from the calculation:
ΔE to the lowest compared entry with this formula, charge and spin in eV: 6.0797
Lowest unoccupied orbital energy in eV: -10.26
Electronic energy in a.u.: -2559.969031
Total charge: +2
Frontier orbital gap in hartree: 0.0482

Last column: Mulliken charge in e.
Element x y z (Å)
In (-0.44, 6.17, 6.68)  1.00
C (3.33, 1.69, 0.98)  -0.82
C (2.17, 1.93, 1.93)  -0.16
O (2.22, 3.11, 2.78)  -0.33
H (4.27, 1.53, 1.49)  0.25
H (3.55, 2.60, 0.43)  0.25
H (3.08, 0.94, 0.22)  0.32
H (1.97, 1.04, 2.53)  0.29
H (1.21, 1.86, 1.43)  0.32
C (6.30, 0.21, 6.05)  -1.40
C (6.94, 1.41, 6.76)  0.48
C (7.52, 2.44, 5.88)  -0.34
O (6.76, 3.57, 6.32)  -0.35
C (5.88, 3.37, 7.28)  0.74
O (5.01, 4.16, 7.64)  -0.60
O (5.92, 2.08, 7.52)  -0.37
H (5.55, 0.48, 5.31)  0.30
H (5.80, -0.49, 6.72)  0.36
H (7.06, -0.35, 5.52)  0.39
H (7.72, 1.07, 7.44)  0.23
H (7.59, 2.18, 4.83)  0.29
H (8.55, 2.50, 6.23)  0.27
C (7.51, 6.18, -1.46)  -1.39
C (6.13, 6.80, -1.66)  0.46
C (5.46, 7.00, -0.36)  -0.42
O (5.44, 8.43, -0.21)  -0.33
C (6.01, 9.04, -1.26)  0.67
O (6.28, 10.27, -1.24)  -0.56
O (6.34, 8.09, -2.20)  -0.35
H (8.20, 6.16, -2.31)  0.35
H (7.45, 5.15, -1.11)  0.37
H (8.09, 6.64, -0.66)  0.36
H (5.45, 6.37, -2.39)  0.32
H (5.96, 6.51, 0.47)  0.24
H (4.41, 6.73, -0.28)  0.26
C (-0.10, 0.75, -6.07)  -1.64
C (-1.20, -0.38, -5.95)  1.33
C (-2.43, 0.20, -5.23)  -1.04
C (-3.40, 0.94, -6.18)  -0.69
C (-3.75, -0.06, -7.28)  -1.23
C (-2.57, -0.57, -8.16)  1.23
N (-1.54, -1.04, -7.24)  0.53
O (-0.49, -1.62, -7.90)  -0.43
C (-3.15, -1.79, -8.96)  -1.80
C (-2.12, 0.54, -9.17)  -1.60
C (-0.61, -1.50, -5.06)  -1.88
H (0.21, 1.20, -5.13)  0.44
H (-0.39, 1.55, -6.76)  0.34
H (0.84, 0.37, -6.46)  0.40
H (-3.07, -0.52, -4.72)  0.37
H (-2.09, 0.95, -4.52)  0.43
H (-2.81, 1.77, -6.58)  0.29
H (-4.33, 1.36, -5.81)  0.39
H (-4.49, 0.46, -7.90)  0.49
H (-4.24, -0.93, -6.86)  0.39
H (-2.36, -2.26, -9.55)  0.47
H (-3.74, -2.47, -8.36)  0.39
H (-3.88, -1.47, -9.71)  0.39
H (-2.94, 0.89, -9.80)  0.43
H (-1.83, 1.49, -8.72)  0.33
H (-1.26, 0.30, -9.80)  0.40
H (0.11, -2.11, -5.61)  0.42
H (-1.41, -2.23, -4.91)  0.45
H (-0.20, -1.07, -4.15)  0.40
H (-0.67, -2.55, -7.73)  0.38
C (-0.57, -5.71, 1.94)  -1.84
C (0.79, -6.44, 1.70)  1.42
C (0.70, -7.32, 0.41)  -1.15
C (2.02, -7.90, -0.07)  -0.52
C (3.01, -6.71, -0.26)  -1.19
C (3.20, -5.91, 1.09)  1.42
N (1.92, -5.47, 1.64)  0.39
O (2.03, -4.73, 2.78)  -0.41
C (4.13, -6.73, 2.06)  -1.57
C (4.03, -4.65, 0.87)  -1.94
C (0.98, -7.42, 2.84)  -1.81
H (-0.83, -4.90, 1.26)  0.35
H (-0.46, -5.25, 2.93)  0.51
H (-1.39, -6.43, 2.01)  0.41
H (0.04, -8.17, 0.58)  0.42
H (0.39, -6.55, -0.30)  0.37
H (1.72, -8.22, -1.07)  0.33
H (2.53, -8.73, 0.42)  0.36
H (2.70, -6.07, -1.08)  0.41
H (3.98, -7.09, -0.59)  0.43
H (4.34, -6.19, 2.99)  0.38
H (3.68, -7.69, 2.30)  0.34
H (5.10, -6.85, 1.58)  0.44
H (4.48, -4.27, 1.78)  0.37
H (4.83, -4.76, 0.14)  0.41
H (3.36, -3.88, 0.48)  0.47
H (0.00, -7.73, 3.18)  0.49
H (1.38, -6.89, 3.70)  0.36
H (1.56, -8.33, 2.66)  0.34
H (1.55, -3.93, 2.55)  0.37
C (-5.03, 0.05, 3.89)  -1.90
C (-5.84, 0.98, 2.98)  1.40
C (-7.38, 0.56, 3.20)  -1.09
C (-8.27, 1.55, 2.47)  -0.50
C (-8.05, 2.94, 3.09)  -1.24
C (-6.60, 3.43, 2.85)  1.64
N (-5.65, 2.41, 3.36)  0.04
O (-4.36, 2.91, 3.33)  -0.38
C (-6.45, 3.79, 1.31)  -1.45
C (-6.39, 4.66, 3.65)  -2.01
C (-5.51, 0.61, 1.50)  -1.55
H (-5.26, 0.20, 4.95)  0.44
H (-3.96, 0.16, 3.77)  0.37
H (-5.24, -1.02, 3.85)  0.41
H (-7.62, -0.43, 2.81)  0.37
H (-7.59, 0.59, 4.27)  0.41
H (-9.27, 1.18, 2.71)  0.35
H (-8.12, 1.60, 1.39)  0.27
H (-8.20, 2.84, 4.16)  0.42
H (-8.75, 3.66, 2.66)  0.39
H (-5.47, 3.49, 0.94)  0.22
H (-7.18, 3.35, 0.62)  0.32
H (-6.55, 4.86, 1.19)  0.44
H (-7.16, 5.40, 3.41)  0.47
H (-6.47, 4.54, 4.73)  0.43
H (-5.47, 5.23, 3.51)  0.37
H (-5.38, -0.47, 1.46)  0.44
H (-4.56, 1.05, 1.23)  0.36
H (-6.19, 0.94, 0.71)  0.30
H (-4.08, 2.76, 2.42)  0.37